No. 1
Below is a molecular structure, C18H39As2N2RuSi, with properties calculated with wB97M-V/def2-TZVPD.

Geometry as XYZ:
```
63
Properties=species:S:1:pos:R:3:forces:R:3:mulliken_charge:R:1
Ru -1.07096 0.43755 -0.12638 -0.140 -0.212 0.234 0.0098
N -0.69816 1.52620 1.64848 0.085 -0.220 0.107 -0.4826
C 0.05129 2.82742 1.65505 0.118 0.025 0.051 -0.4131
C -0.54447 3.92504 0.79052 0.026 0.021 0.011 -0.9494
C -0.45196 3.66409 -0.72026 0.045 -0.095 -0.048 0.2818
C -1.77443 3.28087 -1.35383 0.013 0.038 0.071 -1.0625
N -2.36708 2.12401 -0.61662 0.032 0.054 -0.119 -0.3808
H -1.59753 1.69658 2.09483 -0.020 -0.017 -0.037 0.3228
H -0.21654 0.91891 2.30757 -0.007 -0.038 -0.022 0.2639
H 1.06896 2.61956 1.32089 -0.096 0.060 0.064 0.2323
H 0.10528 3.16154 2.69266 0.008 0.008 -0.008 0.4182
H 0.01352 4.82861 1.03830 -0.004 -0.005 -0.003 0.3822
H -1.57365 4.14420 1.09930 0.000 -0.002 0.008 0.4073
H 0.27847 2.86612 -0.90109 -0.026 0.119 -0.023 -0.3081
H -0.06208 4.53946 -1.23877 -0.046 0.027 0.003 0.4846
H -1.64343 2.99876 -2.39749 0.007 -0.048 0.015 0.4548
H -2.47539 4.11778 -1.31713 0.017 0.004 -0.050 0.3823
H -3.19894 1.82069 -1.11686 0.037 0.008 -0.078 0.3061
H -2.73182 2.49475 0.25707 -0.033 -0.045 0.029 0.2294
C -4.73646 -0.64012 0.60808 0.015 0.001 -0.008 -1.2535
As -2.87396 -0.97507 0.23311 -0.064 0.003 -0.064 1.1652
C -2.67434 -1.10371 -1.71097 -0.050 0.012 0.115 -1.2239
C -2.42705 -2.71514 0.89919 0.110 0.064 -0.006 0.5279
C -3.37566 -3.64477 1.30292 -0.033 -0.008 -0.021 -0.6491
C -2.96115 -4.91918 1.66515 -0.011 0.005 0.012 -0.6475
C -1.61619 -5.25652 1.61149 0.008 -0.001 -0.005 -0.8470
C -0.67108 -4.31909 1.21423 0.005 -0.005 0.019 -0.6392
C -1.07050 -3.03522 0.86654 -0.013 0.048 0.053 -0.2541
As 0.20682 -1.64748 0.39081 -0.110 0.170 -0.103 1.3476
C 1.47611 -1.76180 1.85046 -0.058 0.071 -0.014 -1.1860
C 1.14407 -2.42259 -1.11544 0.055 -0.017 0.042 -0.9147
H -5.33873 -1.37012 0.06912 -0.014 0.003 0.013 0.4394
H -5.01205 0.36105 0.28209 0.013 -0.004 -0.017 0.4289
H -4.92058 -0.73238 1.67688 0.032 -0.002 0.004 0.4294
H -2.56784 -2.14326 -2.01239 0.045 0.023 -0.047 0.4503
H -1.74986 -0.57376 -2.04145 0.066 0.020 0.005 0.4249
H -3.51064 -0.63546 -2.22637 0.023 0.007 -0.030 0.4229
H -4.42841 -3.39376 1.33693 -0.001 -0.007 -0.008 0.4266
H -3.68968 -5.65094 1.98631 -0.005 0.002 -0.004 0.4250
H -1.30019 -6.25330 1.88793 0.004 0.000 -0.001 0.4234
H 0.37524 -4.59970 1.19004 0.003 0.002 0.006 0.3376
H 1.95183 -2.74077 1.84765 -0.019 -0.011 -0.009 0.4619
H 0.94525 -1.62901 2.79219 0.030 -0.002 0.021 0.4283
H 2.23991 -0.99519 1.73909 0.022 0.001 -0.005 0.2549
H 1.38417 -3.46320 -0.90212 0.013 0.004 0.008 0.4758
H 2.06012 -1.86162 -1.29467 -0.072 -0.018 -0.001 0.0002
H 0.51457 -2.37683 -2.00269 -0.011 0.004 0.007 0.3329
C 4.24857 -0.46625 -2.13472 -0.011 -0.005 0.014 -1.0786
Si 3.77347 0.98425 -1.05961 0.044 0.052 -0.004 -0.2485
C 3.92749 2.58289 -2.01628 0.041 -0.038 0.004 -1.0176
C 4.76491 1.01545 0.52065 -0.004 0.002 -0.017 -1.1043
C 1.96122 0.87248 -0.55207 0.012 0.163 -0.076 -0.8025
H 5.29616 -0.35815 -2.42527 -0.001 0.009 -0.012 0.3812
H 3.66185 -0.51113 -3.05427 -0.020 -0.011 0.007 0.3742
H 4.16126 -1.42377 -1.61735 0.033 0.016 0.000 0.3619
H 4.95280 2.70979 -2.37086 0.004 0.000 0.003 0.3491
H 3.68470 3.45103 -1.40090 -0.008 -0.006 0.007 0.3254
H 3.27749 2.59048 -2.89361 -0.004 -0.006 -0.002 0.3439
H 5.83212 0.95718 0.29795 0.004 0.015 -0.001 0.4001
H 4.53180 0.17530 1.17895 -0.003 -0.019 -0.018 0.3525
H 4.60182 1.93964 1.07901 -0.013 -0.005 0.006 0.3418
H 1.66433 0.95563 0.48901 0.004 -0.090 -0.132 0.2618
H 1.17525 1.03195 -1.30095 -0.077 -0.124 0.054 0.5919
```
Forces are in eV/Å.

Multiplicity   2
E_tot   -154401.0495 eV
Lowest unoccupied orbital energy (spin up / spin down)   -0.23178 / -0.23561 hartree
⟨S²⟩   0.75
Kohn-Sham gap (spin up / spin down)   7.817 / 8.804 eV
ΔE to the lowest compared entry with this formula, charge and spin   27.50 kcal/mol
Charge   +2


No. 2
Below is 7 unconnected molecules or ions with the total composition C47H63BrClF8N4O22 in a non-equilibrium geometry, with properties calculated with wB97M-V/def2-TZVPD.

Geometry as XYZ:
```
146
Properties=species:S:1:pos:R:3:forces:R:3:mulliken_charge:R:1
C 0.04115 2.77844 4.54612 -5.234 0.173 -5.055 -0.4134
C -1.03121 2.68068 3.76859 5.011 0.808 3.204 -0.2141
C -2.25594 2.75560 2.69224 1.511 0.073 0.674 -0.1421
C -1.86627 3.93097 1.61073 -0.996 0.325 1.011 -0.7395
C -1.94745 3.47351 0.07659 -0.655 0.496 0.034 -0.7902
C -0.50938 3.30881 -0.68653 0.850 -0.459 3.042 0.0484
C 0.44790 4.62249 -0.50419 -1.359 0.488 0.647 -0.5946
Cl 2.09602 4.42430 -1.36568 -1.553 0.236 0.609 -0.0292
C -0.27180 6.02638 -0.82436 1.221 1.433 0.161 0.2538
C 0.50186 7.20148 0.03156 0.001 0.027 0.303 -0.9641
C 0.30244 2.11679 0.10644 0.126 -1.060 0.290 -0.7778
C 0.49838 0.77673 -0.77233 1.552 0.456 0.793 -0.5222
C 1.84596 0.75073 -1.68474 -0.487 -1.083 0.490 0.0500
C 3.02735 0.19093 -0.68554 -0.914 -0.030 -0.780 0.1214
C 4.48315 0.11076 -1.38067 0.712 -0.261 0.588 0.3359
C 4.45740 -0.04282 -2.99432 0.827 -0.203 0.886 -1.2787
C 5.44911 1.31915 -0.88500 0.361 -0.290 0.078 -0.7954
C 5.62033 1.42713 0.71780 1.650 0.667 1.672 0.0400
C 5.88916 0.02750 1.46926 -1.197 -0.585 1.169 -0.7110
C 5.17817 -0.35313 2.70933 0.501 0.241 -0.064 0.3004
C 3.91334 -1.37793 2.73466 1.800 -0.842 0.839 -0.8906
C 5.63748 0.20030 4.18200 -2.154 0.801 -0.544 -0.9854
N -0.76305 0.45230 -1.52004 -1.323 3.368 -0.128 1.4693
C -1.77453 -0.09284 -0.55698 -1.588 -2.520 0.122 -0.3184
C -1.67083 -1.73407 -0.67327 2.125 0.381 0.554 0.0523
C -0.88074 -2.39212 0.58383 -0.355 -0.893 -0.331 -0.7817
Br -3.44325 -2.61346 -0.86927 0.903 0.675 0.006 -0.0391
C -1.26009 1.57403 -2.33498 0.166 -0.134 0.101 -0.9301
N -2.08998 1.30503 -3.38302 0.566 0.143 0.809 0.1191
C -2.55939 -0.08340 -3.75033 -0.137 -0.264 -0.460 -0.3676
C -1.40277 -1.06509 -4.27837 -0.589 -5.919 -1.517 0.4884
O -1.76371 -2.26338 -4.58584 1.353 6.217 1.847 -0.5555
O -0.01922 -0.73924 -4.46876 -2.532 0.256 1.614 -0.4055
N -0.81313 2.92062 -2.07594 -0.154 -4.100 0.779 1.2460
N -0.57820 3.77372 -3.09174 -2.175 0.658 -1.618 0.0417
C 0.34464 3.36236 -4.16481 5.852 4.550 -3.912 0.3188
O 1.25730 4.19731 -4.49689 -5.324 -4.991 2.039 -0.4383
F 0.29845 2.16602 -4.94952 -1.015 2.655 3.082 -0.2020
C -1.68650 4.61937 -3.56075 -1.341 1.640 -7.099 0.4355
O -1.79754 4.76362 -4.83350 0.537 -0.733 6.941 -0.5007
F -2.62511 5.34524 -2.76723 3.248 -2.721 -0.969 -0.1615
H 1.08582 3.06451 4.95520 -2.548 -0.885 -0.670 0.3440
H -3.24309 3.02912 3.21083 1.653 -0.592 -0.635 0.4041
H -2.37349 1.73604 2.15170 0.222 1.651 1.107 0.0698
H -0.87463 4.37494 1.97005 -1.368 -0.668 -0.897 0.2769
H -2.67234 4.76040 1.77721 1.584 -1.406 -0.409 0.3328
H -2.54440 2.46734 0.05219 1.339 1.592 -0.156 0.1230
H -2.65105 4.23428 -0.46428 1.552 -1.350 0.681 0.5656
H 0.75029 4.66902 0.62272 -0.720 -0.392 -2.173 0.6688
H -1.37745 6.09471 -0.52162 1.724 -0.650 -0.407 0.2272
H -0.19977 6.35541 -1.93441 -0.117 -0.910 1.816 0.0501
H 1.19331 6.76557 0.85339 -1.144 0.472 -1.362 0.3551
H -0.28169 7.84990 0.60166 1.509 -0.948 -1.321 0.2322
H 1.18601 7.84304 -0.65387 -1.407 -1.020 1.230 0.1303
H -0.25896 1.78578 1.07652 0.836 0.984 -1.769 -0.2411
H 1.34853 2.44652 0.46266 -1.698 -0.319 -0.722 0.4961
H 0.64234 -0.08941 -0.00059 -0.419 1.499 -1.562 0.1029
H 1.64638 -0.02955 -2.52303 0.476 1.439 1.358 -0.5216
H 2.10661 1.75595 -2.17563 -0.425 -1.446 0.878 -0.0821
H 2.96861 0.84964 0.25591 0.538 -0.987 -1.355 0.0500
H 2.69632 -0.87837 -0.34856 0.568 1.850 -0.634 -0.0765
H 4.98079 -0.86724 -0.97739 -0.943 1.791 -0.653 0.3946
H 4.26857 0.96343 -3.51864 0.057 -1.630 0.706 0.1956
H 3.69783 -0.86138 -3.27452 1.145 1.398 0.172 0.2442
H 5.52228 -0.41659 -3.29836 -2.017 0.719 0.400 0.4473
H 5.06906 2.34324 -1.26553 0.471 -1.572 0.559 0.0188
H 6.52376 1.18651 -1.32106 -2.003 0.072 0.592 0.3807
H 6.53138 2.11374 0.94687 -1.575 -0.735 -0.751 0.4352
H 4.70714 1.94755 1.22168 1.544 -1.060 -0.927 0.0784
H 6.68706 -0.73890 1.10684 -2.493 0.807 -0.624 0.3281
H 3.88268 -2.01705 1.77444 -0.082 1.097 1.466 0.2450
H 2.94690 -0.74913 2.86549 1.708 -0.790 -0.479 0.1255
H 3.95001 -2.07768 3.67088 -0.119 1.094 -1.676 0.4044
H 6.14644 1.23443 4.11908 -0.599 -1.798 0.067 0.2673
H 4.68182 0.30613 4.84880 1.758 -0.112 -0.954 0.2883
H 6.31667 -0.59120 4.70639 -1.096 1.379 -1.344 0.2672
H -2.85747 0.21740 -0.80045 1.790 -0.307 0.229 0.8722
H -1.58579 0.14411 0.55035 -0.014 0.082 -1.798 -0.1636
H -1.01672 -1.97297 -1.61152 -1.597 0.376 1.505 0.0713
H -1.34271 -2.14199 1.60719 0.588 -0.359 -1.760 0.2867
H 0.23978 -2.13385 0.62382 -1.689 -0.117 -0.313 -0.0379
H -0.93458 -3.54754 0.42744 0.107 2.151 0.488 0.2803
H -2.45655 2.05670 -4.01323 0.710 -0.730 1.098 0.3669
H -3.34260 -0.00394 -4.61164 1.606 0.058 1.522 0.4587
H -3.14546 -0.55382 -2.86109 1.395 0.499 -1.588 0.1054
H 0.46955 -1.28451 -3.80461 -0.440 0.287 -0.903 0.3124
C -3.91927 -5.69008 3.36102 -0.770 -0.845 0.516 -0.4560
C -3.98742 -4.84445 2.13281 -0.803 0.369 -0.347 1.0207
O -2.84631 -4.01761 2.24255 0.580 -0.657 0.379 -0.2332
C -1.93869 -4.75144 2.94455 1.363 0.111 0.477 0.6555
O -0.76390 -4.49479 3.00380 -1.201 -0.228 -0.082 -0.5157
O -2.52003 -5.81636 3.56528 0.642 0.756 -0.540 -0.3277
F -5.08954 -4.05752 2.14615 -0.094 0.148 -0.130 -0.3269
H -4.37135 -5.20730 4.23255 -0.005 0.143 -0.206 0.3020
H -4.38559 -6.66677 3.22003 0.262 0.056 -0.012 0.2858
H -3.94454 -5.40710 1.19814 -0.150 0.242 0.171 -0.2675
C -2.31003 -7.96662 -2.26479 0.481 -0.839 -0.639 -0.4993
C -2.10190 -6.51761 -1.96826 0.052 0.608 -0.702 0.3439
O -3.17088 -6.20725 -1.09710 0.171 -0.670 0.541 -0.1698
C -3.44739 -7.37073 -0.44173 -0.737 -0.760 0.981 0.5642
O -4.10605 -7.43895 0.56311 0.600 0.035 -1.121 -0.5607
O -2.88149 -8.44531 -1.05742 -0.464 0.862 0.634 -0.3338
F -2.23046 -5.77024 -3.08830 0.119 0.182 0.058 -0.3111
H -3.01014 -8.13294 -3.08883 0.053 0.260 0.039 0.2911
H -1.37552 -8.48413 -2.48892 -0.160 -0.053 0.222 0.3050
H -1.15015 -6.29096 -1.47788 -0.062 0.116 -0.106 0.2968
C 0.51453 -7.52706 3.43008 -0.343 1.017 -0.287 -0.1408
C 1.52122 -8.13728 4.34976 -0.032 -0.036 0.780 0.3320
O 1.33464 -9.52448 4.16162 0.059 0.353 -0.754 -0.3104
C 0.88843 -9.65770 2.88062 -0.215 -1.811 -1.081 0.6073
O 0.87648 -10.69416 2.27479 -0.055 1.337 0.732 -0.5216
O 0.46324 -8.46616 2.36747 0.319 -0.620 0.198 -0.2867
F 1.24354 -7.83780 5.64013 0.175 0.040 0.133 -0.2830
H -0.47611 -7.44030 3.88583 0.202 -0.051 0.177 0.1033
H 0.82169 -6.54362 3.06985 -0.088 -0.186 -0.102 0.2208
H 2.55804 -7.87138 4.12188 -0.036 -0.015 0.200 0.2762
C -0.26291 9.50720 -3.36907 0.412 -0.839 -0.633 -0.4368
C -0.07024 10.96049 -3.08018 -0.079 0.739 -0.573 0.2971
O -1.13405 11.26103 -2.20142 0.342 -0.805 0.334 -0.3167
C -1.39228 10.10034 -1.53763 -1.276 -0.025 1.649 0.5218
O -2.04025 10.02926 -0.52912 0.806 -0.083 -1.270 -0.5156
O -0.81777 9.02596 -2.15451 -0.222 0.506 0.302 -0.1357
F -0.21789 11.70112 -4.20205 0.137 0.106 0.033 -0.2868
H -0.96810 9.32843 -4.18624 0.054 0.276 0.023 0.2736
H 0.67643 9.00047 -3.59961 -0.120 -0.045 0.189 0.2961
H 0.88295 11.20091 -2.59934 -0.058 0.129 -0.130 0.2887
C 5.11671 7.07907 1.01562 -0.824 0.604 0.355 -0.1845
C 5.82909 6.62086 -0.21527 0.488 0.454 -0.524 0.5172
O 6.89181 5.84460 0.29218 -0.706 -0.238 0.352 -0.3015
C 6.43450 5.33829 1.47221 0.895 -1.444 1.192 0.6678
O 6.94513 4.42285 2.05476 -0.623 1.117 -0.637 -0.5149
O 5.31842 5.99362 1.90499 0.470 -0.404 -0.298 -0.3077
F 6.34909 7.67066 -0.89268 -0.035 -0.012 -0.238 -0.2920
H 5.55380 7.98634 1.44316 0.116 -0.060 -0.238 0.2950
H 4.05251 7.25090 0.84186 0.077 -0.173 0.135 0.0225
H 5.21802 6.01028 -0.88745 0.093 0.127 -0.104 0.1076
C -7.08887 -8.78862 0.64027 0.924 0.429 -0.331 -0.2324
C -8.32805 -9.43285 0.10971 -0.111 -0.714 -0.273 0.3559
O -9.04751 -9.76494 1.27815 0.250 0.775 0.010 -0.2987
C -8.67951 -8.83499 2.20445 -0.904 0.347 1.949 0.6050
O -9.27533 -8.62778 3.22551 0.837 -0.266 -1.286 -0.5194
O -7.55355 -8.16236 1.82493 -0.598 -0.264 0.107 -0.2618
F -8.03462 -10.57597 -0.55334 -0.105 -0.049 -0.206 -0.2830
H -6.31100 -9.51457 0.89477 -0.189 -0.099 -0.142 0.2456
H -6.67117 -8.05594 -0.05254 -0.078 0.044 0.250 0.0981
H -8.93715 -8.78164 -0.52479 0.002 -0.191 -0.066 0.2822
```
Forces are in eV/Å.

Multiplicity   1
E_tot   -205048.8326 eV
Lowest unoccupied orbital energy   -0.15000 hartree
Kohn-Sham gap   4.464 eV
Charge   +1